[1]
A molecular structure, C40H44AsN5PPdS. Source: OMol25; level of theory: ωB97M-V with the def2-TZVPD basis set.

Its spin multiplicity is 1. The calculation puts the frontier orbital gap (spin up / spin down) at 5.888 / 5.889 eV. The HOMO energy (spin up / spin down) comes out at -15.9 / -15.9 eV. For the total energy, the calculation gives -4926.791925 a.u. The calculation puts the energy above the lowest of the compared OMol25 structures with the same formula, charge and spin at 28.4 kcal per mole. As for the charge: +3. For the max |F|, the calculation gives 0.55 eV/A.

Geometry as XYZ:
```
93
C40H44AsN5PPdS, DFT ωB97M-V with the def2-TZVPD basis set
Pd 0.2859 -0.3781 0.2494
C 0.5892 2.8931 0.2441
N 1.3759 1.7482 0.7519
C 2.7314 1.6495 0.1587
C 2.6518 0.8827 -1.1222
N 1.6921 0.0152 -1.3709
C 1.8751 -0.4121 -2.6875
C 1.0745 -1.2043 -3.5071
C 1.4808 -1.3685 -4.8139
C 2.6423 -0.7508 -5.3096
C 3.4213 0.0682 -4.5185
C 3.0022 0.2260 -3.2022
N 3.4723 1.0366 -2.1723
C -0.4423 2.4623 -0.7565
N -0.7932 1.2138 -0.9647
C -1.7489 1.2405 -1.9932
C -2.4050 0.2245 -2.6936
C -3.2666 0.6018 -3.7022
C -3.4828 1.9493 -4.0313
C -2.8227 2.9626 -3.3710
C -1.9541 2.5734 -2.3576
N -1.1052 3.3199 -1.5490
H 0.0994 3.3827 1.0897
H 1.2473 3.6445 -0.1991
H 1.5000 1.8856 1.7447
H 3.1506 2.6416 -0.0276
H 3.3940 1.1505 0.8690
H 0.1669 -1.6635 -3.1367
H 0.8861 -1.9740 -5.4847
H 2.9177 -0.9043 -6.3442
H 4.2929 0.5750 -4.9101
H 4.2490 1.6782 -2.2249
H -2.2495 -0.8183 -2.4682
H -3.7912 -0.1609 -4.2617
H -4.1721 2.1944 -4.8275
H -2.9627 4.0012 -3.6388
H -0.9825 4.3201 -1.5823
S -1.7141 -1.4845 0.0604
C -1.4910 -3.2244 0.2306
C -2.6504 -3.9986 0.2818
C -2.5270 -5.3748 0.3770
C -1.2746 -5.9782 0.4499
C -0.1267 -5.2046 0.4143
C -0.2440 -3.8219 0.2885
As 1.2812 -2.6709 0.3233
C 2.3545 -3.1298 1.8458
C 3.2196 -4.2191 1.7118
C 3.9568 -4.6355 2.8089
C 3.8502 -3.9659 4.0216
C 2.9919 -2.8830 4.1492
C 2.2400 -2.4734 3.0594
C 2.3907 -3.1418 -1.1504
C 1.9112 -4.0296 -2.1087
C 2.7731 -4.4810 -3.0984
C 4.0796 -4.0175 -3.1433
C 4.5443 -3.1108 -2.1941
C 3.7037 -2.6738 -1.1871
H -3.6316 -3.5413 0.2447
H -3.4208 -5.9838 0.4082
H -1.1961 -7.0528 0.5423
H 0.8459 -5.6755 0.4892
H 3.3361 -4.7330 0.7664
H 4.6237 -5.4819 2.7142
H 4.4362 -4.2937 4.8700
H 2.9079 -2.3702 5.0989
H 1.5398 -1.6594 3.1554
H 0.8859 -4.3773 -2.0875
H 2.4206 -5.1902 -3.8354
H 4.7473 -4.3698 -3.9188
H 5.5681 -2.7628 -2.2334
H 4.0762 -1.9953 -0.4277
C -2.7723 1.4880 3.3827
C -2.0749 1.0206 2.0973
P -0.7470 -0.2120 2.3663
C -1.5388 -1.5368 3.3372
C -0.7838 -2.8118 3.6970
C 0.3653 0.6942 3.5445
C 1.9007 0.6813 3.5772
H -3.5241 2.2298 3.1171
H -2.0911 1.9575 4.0914
H -3.2900 0.6730 3.8852
H -1.6339 1.8659 1.5703
H -2.8019 0.5736 1.4211
H -2.4744 -1.7495 2.8188
H -1.8022 -1.0050 4.2578
H -0.4174 -3.3454 2.8241
H -1.4707 -3.4732 4.2238
H 0.0555 -2.6163 4.3639
H -0.0214 0.3736 4.5153
H 0.0070 1.7208 3.4342
H 2.2766 0.0160 4.3498
H 2.2646 1.6785 3.8278
H 2.3568 0.3689 2.6387
```


[2]
A molecular structure, C40H44BrF5N5O3PPt in a non-equilibrium geometry. Source: OMol25; level of theory: ωB97M-V with the def2-TZVPD basis set.

Its spin multiplicity is 1. The calculation puts the frontier orbital gap at 5.746 eV. The HOMO energy comes out at -17.8 eV. For the total energy, the calculation gives -5582.763600 a.u. The calculation puts the energy above the lowest of the compared OMol25 structures with the same formula, charge and spin at 40.2 kcal per mole. As for the charge: +4. For the max |F|, the calculation gives 2.31 eV/A.

Geometry as XYZ:
```
100
C40H44BrF5N5O3PPt, DFT ωB97M-V with the def2-TZVPD basis set
Pt 1.6163 0.9377 1.2267
F -2.1180 -0.6398 7.1842
C -1.5940 -0.0037 6.1685
C -1.8213 1.3538 6.0005
F -2.5557 2.0086 6.8672
C -1.2663 2.0194 4.9122
F -1.5141 3.3158 4.8035
C -0.4669 1.3566 3.9850
P 0.2228 2.2929 2.6189
C -1.1612 2.8631 1.6889
C -1.5700 4.1972 1.6897
C -2.7475 4.5424 1.0388
C -3.4972 3.5756 0.3894
C -3.0986 2.2426 0.4022
C -1.9327 1.8841 1.0458
C 1.1380 3.6271 3.3044
C 1.5059 3.6592 4.6562
C 2.2189 4.7419 5.1439
C 2.5776 5.7807 4.2897
C 2.2252 5.7459 2.9447
C 1.5121 4.6687 2.4439
C -0.2720 -0.0056 4.1809
Br 0.6665 -1.0200 2.9041
C -0.8149 -0.6922 5.2421
F -0.6321 -1.9923 5.3910
H -1.0157 4.9572 2.2191
H -3.0865 5.5690 1.0581
H -4.4062 3.8608 -0.1239
H -3.6988 1.4914 -0.0947
H -1.6306 0.8393 1.0758
H 1.2192 2.8650 5.3338
H 2.4832 4.7857 6.1922
H 3.1329 6.6251 4.6771
H 2.5009 6.5614 2.2893
H 1.2514 4.6383 1.3914
C -0.9550 -0.4621 -5.9086
C -1.9359 -0.0521 -4.8285
N -1.3534 -0.1877 -3.4518
C -0.9004 0.8994 -2.8591
C -0.2820 0.8915 -1.6133
C 0.0972 2.1910 -1.0568
O -0.3375 3.2234 -1.4663
O 0.9881 2.2718 -0.0373
C -0.1508 -0.3058 -0.9357
O 0.4157 -0.3786 0.2492
C -0.6460 -1.4917 -1.5440
C -0.5749 -2.7588 -0.9317
C -1.0654 -3.8602 -1.5470
F -0.9301 -5.0321 -0.9109
C -1.6975 -3.8368 -2.8278
C -1.7599 -2.5755 -3.4278
C -1.2533 -1.4310 -2.8100
N -2.1919 -4.9736 -3.4240
C -2.6852 -4.9937 -4.8012
C -4.0753 -5.6000 -4.8865
N -4.1148 -6.9433 -4.1586
C -2.7506 -7.3717 -3.6801
C -2.1482 -6.3091 -2.7797
H -1.4447 -0.3875 -6.8791
H -0.5995 -1.4845 -5.7810
H -0.0916 0.2027 -5.9211
H -2.8617 -0.6226 -4.8505
H -2.2138 0.9944 -4.9270
H -1.0296 1.8416 -3.3772
H -0.1202 -2.8800 0.0423
H -2.2057 -2.4681 -4.3975
H -1.9860 -5.5357 -5.4413
H -2.7624 -3.9994 -5.2221
H -4.3563 -5.7741 -5.9228
H -4.8287 -4.9680 -4.4231
H -4.5129 -7.6613 -4.7692
H -4.7444 -6.8826 -3.3551
H -2.1561 -7.5792 -4.5662
H -2.8660 -8.3009 -3.1255
H -1.1280 -6.6289 -2.5720
H -2.6845 -6.2848 -1.8315
C 3.9508 2.6574 2.4371
N 3.4304 1.2412 2.3596
C 3.3625 0.7211 3.7667
C 4.4407 0.3734 1.6420
C 4.4892 0.7444 0.2088
N 3.1874 0.3955 -0.4170
C 3.1384 -1.0576 -0.7695
C 3.0803 1.1948 -1.6694
H 5.0272 2.5969 2.6015
H 3.4961 3.1615 3.2747
H 3.7432 3.1990 1.5211
H 4.3585 0.8412 4.1959
H 3.0938 -0.3246 3.7695
H 2.6527 1.3062 4.3442
H 4.1373 -0.6653 1.7839
H 5.4090 0.4946 2.1321
H 5.3158 0.2550 -0.3118
H 4.6375 1.8167 0.0900
H 4.0575 -1.3304 -1.2908
H 2.2997 -1.2372 -1.4326
H 3.0286 -1.6771 0.1164
H 3.9581 0.9830 -2.2838
H 3.0423 2.2535 -1.4345
H 2.1923 0.9093 -2.2170
```


[3]
A molecular structure, C40H44IN2O6P2Rb. Source: OMol25; level of theory: ωB97M-V with the def2-TZVPD basis set.

Its spin multiplicity is 1. The calculation puts the frontier orbital gap at 6.075 eV. The HOMO energy comes out at -2.6 eV. For the total energy, the calculation gives -3116.182042 a.u. The calculation puts the energy above the lowest of the compared OMol25 structures with the same formula, charge and spin at 2.4 kcal per mole. As for the charge: -2. For the max |F|, the calculation gives 0.28 eV/A.

Geometry as XYZ:
```
96
C40H44IN2O6P2Rb, DFT ωB97M-V with the def2-TZVPD basis set
Rb 1.0435 0.2195 -0.0979
C 2.6554 -4.0427 2.1992
C 3.3866 -2.8045 1.6919
C 3.3360 -2.7517 0.1607
C 2.8593 -1.5036 2.2701
C 1.6180 -1.3936 2.8929
C 1.1368 -0.1597 3.3162
C 1.8880 0.9997 3.1430
C 1.3489 2.3302 3.5948
C 3.1270 0.8915 2.5153
C 3.6001 -0.3373 2.0853
H 3.1341 -4.9443 1.8088
H 1.6177 -4.0441 1.8567
H 2.6550 -4.0982 3.2902
H 4.4386 -2.8859 1.9921
H 2.3065 -2.6583 -0.1925
H 3.7588 -3.6598 -0.2783
H 3.8891 -1.8960 -0.2293
H 0.9897 -2.2667 3.0198
H 0.1373 -0.0770 3.7288
H 0.2598 2.3164 3.5818
H 1.6972 3.1363 2.9477
H 1.6743 2.5559 4.6150
H 3.7031 1.7832 2.3004
H 4.5382 -0.3771 1.5431
C -3.2876 0.4020 -0.1555
P -2.1391 -0.9974 0.1201
C -3.1098 -1.8654 1.4285
C -2.4752 -2.0736 -1.3436
C -3.2960 -1.6387 -2.3868
C -3.4707 -2.3894 -3.5373
C -2.8309 -3.6121 -3.6691
C -2.0112 -4.0573 -2.6454
C -1.8096 -3.3016 -1.4924
P -0.6469 -3.8842 -0.1866
C 0.6189 -4.7846 -1.1707
C -1.6119 -5.3466 0.4185
H -4.3141 0.0882 -0.3645
H -2.9130 1.0396 -0.9567
H -3.2610 0.9721 0.7734
H -4.1253 -2.1128 1.1078
H -3.1493 -1.1805 2.2791
H -2.5932 -2.7740 1.7415
H -3.7833 -0.6768 -2.3164
H -4.0934 -2.0084 -4.3385
H -2.9495 -4.2038 -4.5692
H -1.4976 -5.0043 -2.7636
H 0.2136 -5.6154 -1.7522
H 1.3702 -5.1776 -0.4818
H 1.0940 -4.0542 -1.8276
H -1.9041 -6.0140 -0.3964
H -2.5136 -5.0049 0.9301
H -1.0037 -5.9054 1.1340
O -0.7449 2.1061 0.9677
N -1.4457 2.9278 1.5869
N -2.1183 2.4244 2.5875
O -2.0927 1.1740 2.9492
C -2.9287 3.3405 3.3071
C -3.0028 4.6987 2.9846
C -3.8152 5.5333 3.7306
C -4.5619 5.0422 4.7979
C -4.4813 3.6940 5.1100
C -3.6703 2.8417 4.3730
H -2.4254 5.0823 2.1575
H -3.8641 6.5849 3.4733
H -5.1950 5.7048 5.3753
H -5.0553 3.2942 5.9382
H -3.5832 1.7873 4.5897
O 0.9688 -1.8326 -2.0931
C 0.4776 -0.9922 -2.8917
O -0.2952 -0.0548 -2.6096
C 0.8738 -1.1354 -4.3604
C 0.7396 -0.0565 -5.2262
C 1.0966 -0.1767 -6.5620
C 1.5713 -1.3880 -7.0499
C 1.6970 -2.4731 -6.1915
C 1.3593 -2.3408 -4.8514
H 0.3492 0.8688 -4.8231
H 1.0065 0.6762 -7.2250
H 1.8466 -1.4846 -8.0942
H 2.0665 -3.4207 -6.5673
H 1.4714 -3.1653 -4.1582
I 0.1264 7.9722 -0.1914
C 1.3718 6.2918 -0.4124
C 2.5556 6.4189 -1.1256
C 3.3732 5.3063 -1.2684
C 3.0197 4.0816 -0.7125
C 1.8304 3.9918 -0.0021
C 0.9912 5.0879 0.1551
C 3.9351 2.8503 -0.8828
O 5.0361 3.0630 -1.4198
O 3.4564 1.7695 -0.4615
H 2.8323 7.3700 -1.5624
H 4.3074 5.3598 -1.8132
H 1.5534 3.0461 0.4391
H 0.0613 4.9791 0.6985
```


[4]
A molecular structure, C40H44N3P2PdSSi2 in a non-equilibrium geometry. Source: OMol25; level of theory: ωB97M-V with the def2-TZVPD basis set.

Its spin multiplicity is 1. The calculation puts the frontier orbital gap at 6.347 eV. The HOMO energy comes out at -4.0 eV. For the total energy, the calculation gives -3502.810076 a.u. As for the charge: -1. For the max |F|, the calculation gives 1.39 eV/A.

Geometry as XYZ:
```
93
C40H44N3P2PdSSi2, DFT ωB97M-V with the def2-TZVPD basis set
Pd 1.0435 0.8346 0.5900
C -3.3719 3.6251 -1.0569
Si -1.6400 2.8592 -1.2611
C -0.3784 4.2384 -0.9604
C -1.5244 2.3825 -3.0909
N -1.3268 1.5043 -0.3095
P -1.5767 1.1310 1.2221
C -0.5967 -0.0307 1.9483
P 0.2293 -1.4842 1.7238
N 0.8755 -1.8099 0.2975
Si 1.7742 -3.1638 -0.1861
C 0.6374 -4.5951 -0.6864
C 2.8092 -2.7293 -1.7104
C 3.0143 -3.8984 1.0511
C 1.4702 -1.4800 3.0772
C 1.1100 -1.6729 4.4076
C 2.0499 -1.5339 5.4202
C 3.3585 -1.1846 5.1147
C 3.7227 -0.9742 3.7917
C 2.7833 -1.1245 2.7811
C -0.8602 -2.8993 2.1631
C -0.4054 -4.0474 2.8095
C -1.2472 -5.1354 3.0027
C -2.5588 -5.0914 2.5492
C -3.0232 -3.9513 1.9063
C -2.1796 -2.8663 1.7174
C -3.3315 0.6194 1.3879
C -3.9995 0.6425 2.6121
C -5.2943 0.1588 2.7168
C -5.9384 -0.3640 1.6005
C -5.2810 -0.3972 0.3799
C -3.9845 0.0965 0.2763
C -1.5088 2.6210 2.3035
C -0.3899 2.8739 3.0931
C -0.2874 4.0554 3.8160
C -1.3100 4.9927 3.7728
C -2.4405 4.7391 3.0093
C -2.5375 3.5609 2.2816
H -3.7067 4.0534 -2.0077
H -3.3748 4.4307 -0.3207
H -4.1109 2.8790 -0.7516
H -0.4150 5.0058 -1.7414
H 0.6327 3.8216 -0.9288
H -0.5569 4.7265 0.0024
H -1.9312 3.1777 -3.7239
H -2.0883 1.4677 -3.2941
H -0.4884 2.2067 -3.3944
H -0.2166 -4.2053 -1.2479
H 0.2445 -5.1239 0.1861
H 1.1582 -5.3247 -1.3163
H 2.1812 -2.5487 -2.5858
H 3.4966 -3.5463 -1.9525
H 3.4017 -1.8254 -1.5384
H 2.5756 -4.1149 2.0269
H 3.8729 -3.2425 1.2119
H 3.3894 -4.8422 0.6390
H 0.0811 -1.9105 4.6515
H 1.7564 -1.6867 6.4525
H 4.0896 -1.0679 5.9062
H 4.7381 -0.6866 3.5444
H 3.0553 -0.9449 1.7488
H 0.6163 -4.0961 3.1673
H -0.8755 -6.0199 3.5073
H -3.2163 -5.9396 2.6994
H -4.0473 -3.9001 1.5549
H -2.5490 -1.9736 1.2264
H -3.4912 1.0288 3.4882
H -5.8033 0.1825 3.6732
H -6.9500 -0.7436 1.6842
H -5.7761 -0.8050 -0.4936
H -3.4593 0.0860 -0.6720
H 0.3881 2.1234 3.1338
H 0.5933 4.2414 4.4203
H -1.2300 5.9136 4.3386
H -3.2495 5.4601 2.9783
H -3.4254 3.3678 1.6943
S 4.5451 3.2669 -0.6447
C 4.3339 3.5168 1.0445
C 3.2789 2.8220 1.5490
C 2.5936 2.0506 0.5652
C 3.1825 2.2003 -0.6615
C 2.6128 1.4914 -1.7575
C 3.0082 1.4692 -3.0904
C 2.2879 0.6896 -3.9783
C 1.1980 -0.0430 -3.5302
C 0.8574 0.0254 -2.1908
N 1.5497 0.7727 -1.3398
H 5.0068 4.1727 1.5747
H 2.9909 2.8604 2.5906
H 3.8606 2.0523 -3.4118
H 2.5760 0.6541 -5.0219
H 0.6151 -0.6573 -4.2006
H 0.0245 -0.5141 -1.7596
```


[5]
A molecular structure, C40H45AsGeN4NiS in a non-equilibrium geometry. Source: OMol25; level of theory: ωB97M-V with the def2-TZVPD basis set.

Its spin multiplicity is 4. The calculation puts the frontier orbital gap (spin up / spin down) at 4.606 / 7.654 eV. The HOMO energy (spin up / spin down) comes out at -7.3 / -10.7 eV. For the total energy, the calculation gives -7989.207642 a.u. The calculation puts the energy above the lowest of the compared OMol25 structures with the same formula, charge and spin at 0.0 kcal per mole. As for the charge: +1. For the max |F|, the calculation gives 1.06 eV/A.

Geometry as XYZ:
```
93
C40H45AsGeN4NiS, DFT ωB97M-V with the def2-TZVPD basis set
Ni -0.4257 -0.3653 -0.7264
S 0.0325 1.0827 1.2810
C -1.0014 -0.1867 1.9703
C -1.4224 -0.2408 3.2941
C -2.1486 -1.3475 3.6968
C -2.4524 -2.3364 2.7810
C -2.0487 -2.1693 1.4652
N -1.3467 -1.1111 1.0675
H -1.1598 0.5531 3.9797
H -2.4807 -1.4331 4.7247
H -3.0010 -3.2238 3.0675
H -2.3042 -2.8889 0.6952
C -4.7934 0.6278 -2.0445
N -3.8930 0.2712 -0.9063
C -4.6225 -0.5239 0.1158
C -3.2515 1.5113 -0.3112
C -2.2677 2.0932 -1.2860
C -2.5142 3.3659 -1.7985
C -1.6701 3.9081 -2.7554
C -0.6060 3.1414 -3.2105
C -0.3740 1.8759 -2.6725
C -1.1702 1.3116 -1.6659
H -5.1333 -0.2886 -2.5170
H -4.2399 1.2338 -2.7549
H -5.6307 1.1915 -1.6376
H -3.1277 -0.2932 -1.2902
H -5.4502 0.0748 0.4906
H -3.9433 -0.7670 0.9300
H -4.9991 -1.4334 -0.3471
H -2.7767 1.2077 0.6234
H -4.0749 2.1891 -0.0865
H -3.3792 3.9299 -1.4608
H -1.8536 4.8982 -3.1537
H 0.0514 3.5314 -3.9812
H 0.4656 1.3226 -3.0727
C 3.1674 0.2706 -2.2728
As 1.6792 -0.9226 -1.9113
C 1.2826 -1.5738 -3.6895
C 2.7048 -2.4346 -1.2270
H 3.8882 -0.2543 -2.8986
H 3.6416 0.5605 -1.3363
H 2.8272 1.1683 -2.7849
H 2.2120 -1.6407 -4.2524
H 0.5832 -0.9116 -4.1952
H 0.8263 -2.5599 -3.6095
H 3.1648 -2.9565 -2.0648
H 2.0756 -3.1328 -0.6788
H 3.4891 -2.0641 -0.5697
N -1.0961 -6.4803 -1.2030
C -1.3629 -5.4454 -1.6356
C -1.6803 -4.1466 -2.1569
C -2.5401 -3.9425 -3.3149
C -2.7010 -2.6265 -3.7348
C -2.1287 -1.5686 -3.0594
N -1.3559 -1.7716 -1.8924
C -1.1438 -3.0610 -1.5335
H -2.9844 -4.7794 -3.8316
H -3.2708 -2.4140 -4.6341
H -2.1576 -0.5565 -3.4387
H -0.4933 -3.2266 -0.6765
C 2.2271 -1.3303 2.2859
Ge 2.0012 0.5874 2.3932
C 1.8007 1.1745 4.2134
C 1.9482 2.5308 4.5124
C 1.8211 2.9780 5.8209
C 1.5500 2.0729 6.8406
C 1.4096 0.7202 6.5553
C 1.5356 0.2723 5.2454
C 3.2241 1.7016 1.4118
C 2.7810 2.5449 0.4236
C 3.6769 3.4072 -0.2547
C 4.9988 3.4103 0.0751
C 5.4994 2.5585 1.0946
C 6.8731 2.5556 1.4480
C 7.3400 1.7308 2.4283
C 6.4544 0.8619 3.1078
C 5.1283 0.8458 2.7891
C 4.6076 1.6945 1.7741
H 2.5387 -1.7160 3.2578
H 2.9938 -1.5734 1.5533
H 1.2941 -1.8188 1.9968
H 2.1685 3.2423 3.7222
H 1.9390 4.0306 6.0471
H 1.4623 2.4209 7.8625
H 1.2094 0.0148 7.3525
H 1.4334 -0.7876 5.0362
H 1.7386 2.5655 0.1263
H 3.3028 4.0617 -1.0327
H 5.6918 4.0685 -0.4383
H 7.5470 3.2248 0.9244
H 8.3899 1.7378 2.6913
H 6.8341 0.2082 3.8835
H 4.4627 0.1756 3.3260
```


Among the records above, which one has the highest max |F|?
C40H44BrF5N5O3PPt


Which value of charge does entry 2 give?
+4


spin multiplicity of number 3 (C40H44IN2O6P2Rb)?
1


Among the records above, which one has the highest total energy?
C40H44IN2O6P2Rb